Entry 1:
The following is a quantum chemistry calculation of an isolated ion of composition C4H8NO and charge +1 at a distorted geometry, from OMol25.

ORCA input file:
```
! RIJCOSX wB97M-V def2-TZVPD def2/J DEFGRID3
* xyz 1 1
C 0.2209 0.0135 0.0770
C -0.6700 -1.1537 0.0471
C -2.2484 1.0026 -0.0629
C 2.6917 0.0638 -0.0050
N -1.0371 0.2592 0.0702
O 1.4834 0.7684 0.0334
H -0.9880 -1.7149 -0.8404
H -0.9925 -1.7958 0.9113
H -2.1444 2.0432 0.2413
H -3.0392 0.4982 0.4449
H -2.6293 0.9256 -1.0128
H 2.6871 -0.5036 -0.9943
H 2.9098 -0.4831 0.9412
H 3.5111 0.7608 -0.1780
*
```

Properties
energy above the lowest of the compared OMol25 structures with the same formula, charge and spin: 83.2 kcal/mol
E_tot: -286.80997 Ha
frontier orbital gap: 11.181 eV
M: 86.1 g/mol
E_HOMO: -15.658 eV
SMILES: COC1=[N+](C)C1



Entry 2:
The following is a quantum chemistry calculation of C4H8NO as an isolated structure at a distorted geometry, from OMol25.

ORCA input file:
```
! RIJCOSX wB97M-V def2-TZVPD def2/J DEFGRID3
* xyz 1 1
C 1.4599 -0.2109 0.3632
C 0.4790 -1.1617 -0.2778
C 0.3274 0.7804 0.8291
C -0.5560 -0.1396 0.1351
N -0.3438 1.1393 -0.5135
O -2.8289 -0.1821 0.0491
H 2.0263 -0.4788 1.2037
H 2.1853 0.3989 -0.2109
H 0.3780 -1.3337 -1.3817
H 0.3834 -2.0295 0.2297
H 0.2814 1.4125 1.6335
H -1.0917 1.7686 -0.7138
H 0.3230 1.1054 -1.3877
H -3.0234 -1.0689 0.0421
*
```

Properties
energy above the lowest of the compared OMol25 structures with the same formula, charge and spin: 148.5 kcal/mol
E_tot: -286.70589 Ha
frontier orbital gap: 8.958 eV
M: 86.1 g/mol
E_HOMO: -15.018 eV



Which formula does entry 2 have?
C4H8NO



What is the frontier orbital gap in the second record?
8.958 eV